## one
An isolated molecule of C17H21NO3. Source: the Open Molecules 2025 dataset; level of theory: the ωB97M-V functional and the def2-TZVPD basis.

Last columns: bonded neighbours and bond lengths (Å).
Geometry (Å):
1 O -0.8657 -3.0967 -0.8242  C2 1.213
2 C -0.0341 -2.5822 -0.1064  O1 1.213, N3 1.339, C12 1.544
3 N -0.2737 -2.0447 1.0959  C2 1.339, C4 1.450, H22 1.007
4 C -1.5860 -2.0136 1.7116  N3 1.450, C5 1.533, H23 1.096, H24 1.090
5 C -2.6107 -1.2596 0.8559  C4 1.533, C6 1.510, H25 1.094, H26 1.090
6 C -2.1193 0.0818 0.3669  C5 1.510, C7 1.326, C11 1.503
7 C -1.5273 0.9643 1.1598  C6 1.326, C8 1.498, H27 1.082
8 C -1.0599 2.3163 0.7164  C7 1.498, C9 1.525, H28 1.094, H29 1.096
9 C -1.6904 2.7150 -0.6140  C8 1.525, C10 1.524, H30 1.092, H31 1.092
10 C -1.5812 1.5579 -1.5990  C9 1.524, C11 1.525, H32 1.092, H33 1.090
11 C -2.3727 0.3585 -1.0884  C6 1.503, C10 1.525, H34 1.093, H35 1.096
12 C 1.4482 -2.5559 -0.5373  C2 1.544, C13 1.533, O21 1.412, H36 1.097
13 C 1.5813 -1.8725 -1.9026  C12 1.533, O14 1.408, H37 1.099, H38 1.091
14 O 1.3313 -0.4892 -1.8173  C13 1.408, C15 1.369
15 C 1.9760 0.1205 -0.7746  O14 1.369, C16 1.390, C20 1.396
16 C 2.1514 1.4986 -0.8077  C15 1.390, C17 1.382, H39 1.078
17 C 2.7953 2.1460 0.2295  C16 1.382, C18 1.386, H40 1.079
18 C 3.2821 1.4219 1.3058  C17 1.386, C19 1.381, H41 1.079
19 C 3.1119 0.0518 1.3497  C18 1.381, C20 1.389, H42 1.079
20 C 2.4563 -0.6056 0.3163  C15 1.396, C19 1.389, O21 1.376
21 O 2.3074 -1.9699 0.4174  C12 1.412, C20 1.376
22 H 0.4979 -1.6386 1.6004  N3 1.007
23 H -1.9362 -3.0424 1.8509  C4 1.096
24 H -1.4763 -1.5462 2.6902  C4 1.090
25 H -3.5201 -1.1333 1.4499  C5 1.094
26 H -2.8547 -1.8807 -0.0057  C5 1.090
27 H -1.3520 0.7354 2.2032  C7 1.082
28 H -1.3038 3.0540 1.4862  C8 1.094
29 H 0.0314 2.3003 0.6207  C8 1.096
30 H -1.1953 3.6038 -1.0105  C9 1.092
31 H -2.7444 2.9566 -0.4588  C9 1.092
32 H -1.9549 1.8565 -2.5806  C10 1.092
33 H -0.5353 1.2716 -1.7091  C10 1.090
34 H -2.1100 -0.5293 -1.6690  C11 1.093
35 H -3.4462 0.5296 -1.2273  C11 1.096
36 H 1.7671 -3.6013 -0.6293  C12 1.097
37 H 2.5946 -2.0419 -2.2934  C13 1.099
38 H 0.8423 -2.2832 -2.5920  C13 1.091
39 H 1.7781 2.0419 -1.6612  C16 1.078
40 H 2.9233 3.2168 0.1928  C17 1.079
41 H 3.7928 1.9231 2.1132  C18 1.079
42 H 3.4816 -0.5354 2.1758  C19 1.079

Values from the calculation:
Gap between HOMO and LUMO: 0.3432 Ha
Charge: 0
E_HOMO: -0.31452 Ha
SMILES: O=C(NCCC1=CCCCC1)[C@H]1COc2ccccc2O1

## two
An isolated molecule of C17H21NO3. Source: the Open Molecules 2025 dataset; level of theory: the ωB97M-V functional and the def2-TZVPD basis.

Last columns: bonded neighbours and bond lengths (Å).
Geometry (Å):
1 C 5.2219 2.8246 -0.8380  O2 1.403, H22 1.088, H23 1.098, H24 1.098
2 O 5.3543 1.7664 0.0730  C1 1.403, C3 1.409
3 C 4.5497 0.6565 -0.2506  O2 1.409, C4 1.525, H25 1.102, H26 1.103
4 C 4.7673 -0.4246 0.8020  C3 1.525, C5 1.530, H27 1.090, H28 1.090
5 C 3.9399 -1.6774 0.5059  C4 1.530, N6 1.433, H29 1.095, H30 1.101
6 N 2.5439 -1.3899 0.6499  C5 1.433, C7 1.273
7 C 1.7420 -1.5009 -0.3330  N6 1.273, C8 1.444, H31 1.094
8 C 0.3371 -1.1926 -0.2029  C7 1.444, C9 1.374, C20 1.462
9 C -0.1622 -0.7373 0.9932  C8 1.374, O10 1.313, C11 1.495
10 O 0.5949 -0.5769 2.0534  C9 1.313, H32 1.019
11 C -1.6051 -0.3870 1.1698  C9 1.495, C12 1.531, H33 1.092, H34 1.094
12 C -2.2380 0.0122 -0.1658  C11 1.531, C13 1.509, C19 1.529, H35 1.096
13 C -3.7096 0.3087 -0.0159  C12 1.509, C14 1.389, C18 1.390
14 C -4.2029 1.5706 -0.3200  C13 1.389, C15 1.384, H36 1.081
15 C -5.5510 1.8560 -0.1914  C14 1.384, C16 1.383, H37 1.080
16 C -6.4279 0.8791 0.2453  C15 1.383, C17 1.385, H38 1.080
17 C -5.9477 -0.3830 0.5510  C16 1.385, C18 1.383, H39 1.080
18 C -4.6002 -0.6650 0.4211  C13 1.390, C17 1.383, H40 1.080
19 C -1.9888 -1.1054 -1.1796  C12 1.529, C20 1.517, H41 1.091, H42 1.094
20 C -0.5104 -1.3805 -1.3797  C8 1.462, C19 1.517, O21 1.215
21 O -0.0755 -1.7556 -2.4500  C20 1.215
22 H 5.8801 3.6187 -0.4918  C1 1.088
23 H 5.5176 2.5195 -1.8501  C1 1.098
24 H 4.1889 3.1942 -0.8730  C1 1.098
25 H 3.4886 0.9534 -0.2776  C3 1.102
26 H 4.8175 0.2742 -1.2497  C3 1.103
27 H 5.8258 -0.6836 0.8251  C4 1.090
28 H 4.4912 -0.0243 1.7780  C4 1.090
29 H 4.1918 -2.4475 1.2425  C5 1.095
30 H 4.1772 -2.0574 -0.4997  C5 1.101
31 H 2.0639 -1.8396 -1.3221  C7 1.094
32 H 1.5407 -0.8533 1.7937  O10 1.019
33 H -1.6875 0.4158 1.9053  C11 1.092
34 H -2.1219 -1.2586 1.5829  C11 1.094
35 H -1.7362 0.9178 -0.5254  C12 1.096
36 H -3.5244 2.3390 -0.6628  C14 1.081
37 H -5.9163 2.8432 -0.4333  C15 1.080
38 H -7.4803 1.0986 0.3464  C16 1.080
39 H -6.6261 -1.1515 0.8915  C17 1.080
40 H -4.2449 -1.6567 0.6616  C18 1.080
41 H -2.4322 -0.8633 -2.1471  C19 1.091
42 H -2.4454 -2.0364 -0.8318  C19 1.094

Values from the calculation:
Gap between HOMO and LUMO: 0.3509 Ha
Charge: 0
E_HOMO: -0.32833 Ha
SMILES: COCCC/N=C/C1=C(O)C[C@H](c2ccccc2)CC1=O

How do the energies compare? Relative to the most stable structure, in kcal/mol: one 0.0; two 8.6.

## one
A cluster of 2 separate species, H2NOS2 in total. Source: the Open Molecules 2025 dataset; level of theory: the ωB97M-V functional and the def2-TZVPD basis.

Last columns: bonded neighbours and bond lengths (Å).
Geometry (Å):
1 N -0.4649 0.9853 -0.2126  O2 1.258, S4 1.617, H6 1.053
2 O 0.5205 1.7636 -0.2837  N1 1.258
3 S 0.4601 -1.7925 -0.0147  H5 1.325
4 S -1.9219 1.4315 0.3290  N1 1.617
5 H 1.5866 -2.3595 0.3905  S3 1.325
6 H -0.1804 -0.0284 -0.2085  N1 1.053

Values from the calculation:
Gap between HOMO and LUMO: 0.2354 Ha
Charge: -1
E_HOMO: -0.12921 Ha

## two
A cluster of 2 separate species, H2NOS2 in total. Source: the Open Molecules 2025 dataset; level of theory: the ωB97M-V functional and the def2-TZVPD basis.

Last columns: bonded neighbours and bond lengths (Å).
Geometry (Å):
1 N -0.3147 1.2355 0.5995  S4 1.530, H5 1.027
2 O -2.8175 1.2063 0.5721  S4 1.494
3 S 2.3666 -1.2062 -0.5742  H6 1.344
4 S -1.5743 0.5616 0.0523  N1 1.530, O2 1.494
5 H 0.4461 0.5962 0.3398  N1 1.027
6 H 1.8938 -2.3935 -0.9895  S3 1.344

Values from the calculation:
Gap between HOMO and LUMO: 0.2049 Ha
Charge: -1
E_HOMO: -0.10997 Ha

How do the energies compare? Relative to the most stable structure, in kcal/mol: one 33.5; two 0.0.

## one
An isolated molecule of C4H6ClNO2. Source: the Open Molecules 2025 dataset; level of theory: the ωB97M-V functional and the def2-TZVPD basis.

Last columns: bonded neighbours and bond lengths (Å).
Geometry (Å):
1 O 2.3618 -1.2214 0.1837  C2 1.178
2 C 1.5598 -0.3591 0.1628  O1 1.178, N3 1.373, O8 1.427
3 N 0.6727 0.1427 1.0834  C2 1.373, C4 1.445, H9 1.022
4 C -0.3119 1.0877 0.6099  N3 1.445, C5 1.487, C7 1.564, H10 1.102
5 C -1.6666 0.4738 0.6299  C4 1.487, Cl6 1.791, H11 1.075, H12 1.097
6 Cl -1.7328 -0.9818 -0.4112  C5 1.791
7 C 0.3314 1.4079 -0.7797  C4 1.564, O8 1.416, H13 1.084, H14 1.090
8 O 1.2335 0.3466 -1.0344  C2 1.427, C7 1.416
9 H 0.4949 -0.3736 1.9478  N3 1.022
10 H -0.4104 2.0486 1.1393  C4 1.102
11 H -1.8983 0.2507 1.6553  C5 1.075
12 H -2.2910 1.1981 0.0926  C5 1.097
13 H 0.9046 2.3243 -0.7002  C7 1.084
14 H -0.2897 1.5811 -1.6581  C7 1.090

Values from the calculation:
Gap between HOMO and LUMO: 0.3987 Ha
Charge: 0
E_HOMO: -0.37777 Ha
SMILES: O=C1N[C@H](CCl)CO1

## two
An isolated molecule of C4H6ClNO2. Source: the Open Molecules 2025 dataset; level of theory: the ωB97M-V functional and the def2-TZVPD basis.

Last columns: bonded neighbours and bond lengths (Å).
Geometry (Å):
1 O -1.3310 1.2977 -1.0805  N2 1.425, H9 1.006
2 N -1.1606 -0.1140 -1.1701  O1 1.425, C3 1.442, H10 1.079
3 C 0.1505 -0.6361 -0.8716  N2 1.442, C4 1.345, H11 1.045
4 C 0.7678 -0.5654 0.3217  C3 1.345, C5 1.492, H12 1.113
5 C 0.1814 -0.1673 1.6346  C4 1.492, O6 1.438, C7 1.373
6 O 0.9967 0.3705 2.6902  C5 1.438, H13 0.966
7 C -1.1253 -0.4802 1.9198  C5 1.373, Cl8 1.768, H14 0.975
8 Cl -2.0685 -0.1035 3.3667  C7 1.768
9 H -2.3142 1.4866 -1.1799  O1 1.006
10 H -1.2703 -0.3648 -2.2140  N2 1.079
11 H 0.7438 -1.0038 -1.6491  C3 1.045
12 H 1.7637 -1.0629 0.3115  C4 1.113
13 H 1.8947 0.3537 2.3352  O6 0.966
14 H -1.6824 -0.9063 1.2420  C7 0.975

Values from the calculation:
Gap between HOMO and LUMO: 0.3179 Ha
Charge: 0
E_HOMO: -0.30347 Ha
SMILES: ON/C=C\C(O)=C\Cl

How do the energies compare? Relative to the most stable structure, in kcal/mol: one 0.0; two 97.3.

## one
An isolated molecule of C4H7N3O2S. Source: the Open Molecules 2025 dataset; level of theory: the ωB97M-V functional and the def2-TZVPD basis.

Last columns: bonded neighbours and bond lengths (Å).
Geometry (Å):
1 C -0.6599 -0.6157 -1.6125  C3 1.495, N5 1.265, H11 1.110
2 C 1.2492 -1.0262 0.4276  C3 1.784, O8 1.208, O9 1.198
3 C -0.2162 -0.2526 -0.2323  C1 1.495, C2 1.784, N7 1.280
4 C -0.8854 0.0169 1.9978  N7 1.474, H12 1.035, H13 1.122, H14 1.112
5 N -0.2050 -0.0511 -2.6489  C1 1.265, S10 1.610
6 N 1.0207 1.5421 -1.0644  S10 1.693, H15 1.027, H16 1.024
7 N -1.1903 0.0095 0.5558  C3 1.280, C4 1.474, H17 1.111
8 O 2.2800 -0.4037 0.3309  C2 1.208
9 O 0.8847 -2.0724 0.8843  C2 1.198
10 S 0.8891 1.1288 -2.7011  N5 1.610, N6 1.693
11 H -1.3808 -1.4392 -1.7979  C1 1.110
12 H -1.5990 0.4557 2.6052  C4 1.035
13 H -0.6943 -1.0498 2.2889  C4 1.122
14 H 0.1701 0.3617 1.9449  C4 1.112
15 H 0.7774 2.4668 -0.6902  N6 1.027
16 H 1.8125 1.1080 -0.5809  N6 1.024
17 H -2.2529 -0.1788 0.2927  N7 1.111

Values from the calculation:
Gap between HOMO and LUMO: 0.3284 Ha
Charge: 0
E_HOMO: -0.33266 Ha

## two
A cluster of 2 separate species, C4H7N3O2S in total. Source: the Open Molecules 2025 dataset; level of theory: the ωB97M-V functional and the def2-TZVPD basis.

Last columns: bonded neighbours and bond lengths (Å).
Geometry (Å):
1 H 0.4036 0.1998 -2.2664  N2 1.023
2 N 0.7628 0.7433 -1.4777  H1 1.023, C3 1.293
3 C 0.4404 0.2019 -0.3483  N2 1.293, C4 1.467, N7 1.377
4 C 1.0871 0.7252 0.8600  C3 1.467, N5 1.250, H9 1.018
5 N 2.1751 1.3380 0.8022  C4 1.250, S6 1.604
6 S 3.1136 1.6073 -0.4708  N5 1.604, H10 1.360
7 N -0.3280 -0.9366 -0.2520  C3 1.377, C8 1.473, H11 1.055
8 C -0.6633 -1.6378 0.9995  N7 1.473, H12 1.033, H13 1.123, H14 0.998
9 H 0.5731 0.7366 1.7380  C4 1.018
10 H 2.3150 0.9836 -1.3778  S6 1.360
11 H -0.3768 -1.3568 -1.2183  N7 1.055
12 H -0.9109 -2.5697 0.6281  C8 1.033
13 H 0.3117 -1.5924 1.5556  C8 1.123
14 H -1.4156 -1.2780 1.5470  C8 0.998
15 O -2.9621 0.8848 -1.2938  C16 1.167
16 C -2.4197 0.9106 -0.2611  O15 1.167, O17 1.148
17 O -2.1060 1.0402 0.8359  C16 1.148

Values from the calculation:
Gap between HOMO and LUMO: 0.3239 Ha
Charge: 0
E_HOMO: -0.31018 Ha
SMILES: [H]/N=C(/C=N\S)NC.O=C=O

How do the energies compare? Relative to the most stable structure, in kcal/mol: one 21.0; two 0.0.

## one
A cluster of 2 separate species, NO4S2 in total. Source: the Open Molecules 2025 dataset; level of theory: the ωB97M-V functional and the def2-TZVPD basis.

Last columns: bonded neighbours and bond lengths (Å).
Geometry (Å):
1 N -2.0889 -0.8960 0.0449  O3 1.229, O4 1.282
2 O 1.1922 1.5364 -0.9624  S7 1.454
3 O -2.8968 -0.1999 -0.5659  N1 1.229
4 O -0.8575 -0.5712 0.1918  N1 1.282
5 O 1.5265 0.8659 1.4988  S7 1.490
6 S 1.9353 -1.2651 -0.2936  S7 1.981
7 S 1.1893 0.5299 0.0866  O2 1.454, O5 1.490, S6 1.981

Values from the calculation:
Gap between HOMO and LUMO (spin up / spin down): 0.2512 / 0.2514 Ha
Charge: -1
E_HOMO (spin up / spin down): -0.16820 / -0.16832 Ha

## two
A cluster of 2 separate species, NO4S2 in total. Source: the Open Molecules 2025 dataset; level of theory: the ωB97M-V functional and the def2-TZVPD basis.

Last columns: bonded neighbours and bond lengths (Å).
Geometry (Å):
1 N -0.4205 -0.7377 -0.7409  O3 1.231, O4 1.203, S7 2.007
2 O -1.0534 0.0259 2.1583  no bonds
3 O -0.1481 -1.9250 -0.5640  N1 1.231
4 O -1.2624 -0.2621 -1.4571  N1 1.203
5 O 1.8798 -0.0442 0.5203  S7 1.466
6 S 0.4569 2.3803 -0.3593  S7 1.989
7 S 0.5477 0.5628 0.4427  N1 2.007, O5 1.466, S6 1.989

Values from the calculation:
Gap between HOMO and LUMO (spin up / spin down): 0.2551 / 0.2784 Ha
Charge: -1
E_HOMO (spin up / spin down): -0.18176 / -0.17561 Ha

How do the energies compare? Relative to the most stable structure, in kcal/mol: one 0.0; two 78.2.

## one
A cluster of 2 separate species, CH3NO2 in total. Source: the Open Molecules 2025 dataset; level of theory: the ωB97M-V functional and the def2-TZVPD basis.

Last columns: bonded neighbours and bond lengths (Å).
Geometry (Å):
1 C -0.6879 -1.1177 -0.6998  O4 1.215, H5 1.036, H7 1.133
2 N 0.3397 2.2545 0.8178  O3 1.246
3 O 1.3133 1.5541 1.1545  N2 1.246, H6 1.064
4 O 0.5237 -1.0450 -0.6393  C1 1.215
5 H -1.2566 -0.5468 -0.0482  C1 1.036
6 H 1.1393 0.5509 0.8449  O3 1.064
7 H -1.3715 -1.6500 -1.4299  C1 1.133

Values from the calculation:
Gap between HOMO and LUMO (spin up / spin down): 0.3222 / 0.3229 Ha
Charge: 0
E_HOMO (spin up / spin down): -0.31438 / -0.31457 Ha

## two
An isolated molecule of CH3NO2. Source: the Open Molecules 2025 dataset; level of theory: the ωB97M-V functional and the def2-TZVPD basis.

Last columns: bonded neighbours and bond lengths (Å).
Geometry (Å):
1 N -0.4899 -0.5648 0.7046  C2 1.348, H5 1.003, H6 1.003
2 C 0.1003 -0.0443 -0.3896  N1 1.348, O3 1.202, O4 1.353
3 O 0.1790 -0.5811 -1.4626  C2 1.202
4 O 0.6061 1.1838 -0.1321  C2 1.353, H7 0.967
5 H -0.9067 -1.4755 0.6503  N1 1.003
6 H -0.5097 -0.0469 1.5637  N1 1.003
7 H 1.0210 1.5289 -0.9343  O4 0.967

Values from the calculation:
Gap between HOMO and LUMO: 0.4161 Ha
Charge: 0
E_HOMO: -0.38913 Ha
SMILES: NC(=O)O

How do the energies compare? Relative to the most stable structure, in kcal/mol: one 146.6; two 0.0.